Entry 1:
The following is a DFT calculation (ωB97M-V with the def2-TZVPD basis set) of an isolated molecule of C14H18N4O.

XYZ file:
```
37
Properties=species:S:1:pos:R:3:lowdin_charge:R:1
C 2.909 -0.076 3.217 -0.023
C 1.721 0.108 2.330 -0.311
N 1.612 -0.745 1.307 0.129
C 0.567 -0.624 0.486 -0.251
N -0.387 0.291 0.615 0.181
C -0.297 1.148 1.630 -0.312
N -1.297 2.044 1.787 0.043
H -1.135 2.806 2.426 0.140
C -2.326 2.218 0.790 -0.206
C -1.866 3.091 -0.379 -0.198
H -0.977 2.638 -0.822 0.108
C -2.949 3.227 -1.446 -0.314
N -2.504 4.149 -2.479 -0.019
H -1.673 3.787 -2.933 0.067
H -3.220 4.260 -3.188 0.064
H -3.202 2.225 -1.832 0.112
H -3.854 3.650 -0.997 0.112
H -1.599 4.088 -0.024 0.113
H -3.201 2.660 1.274 0.122
H -2.585 1.223 0.422 0.112
C 0.779 1.092 2.537 0.040
H 0.854 1.790 3.355 0.110
C 0.462 -1.551 -0.639 -0.089
C -0.607 -1.425 -1.528 -0.035
C -0.748 -2.274 -2.603 -0.099
C 0.190 -3.278 -2.810 -0.085
C 1.254 -3.423 -1.948 -0.017
C 1.412 -2.569 -0.854 -0.269
O 2.469 -2.759 -0.054 0.052
H 2.426 -2.067 0.657 0.063
H 1.992 -4.197 -2.093 0.114
H 0.087 -3.950 -3.650 0.102
H -1.581 -2.162 -3.281 0.096
H -1.320 -0.637 -1.344 0.097
H 2.974 0.722 3.952 0.074
H 3.818 -0.096 2.619 0.086
H 2.835 -1.033 3.733 0.088
```

Output
Energy above the lowest of the compared OMol25 structures with the same formula, charge and spin   0.0 kcal per mole
SMILES   Cc1cc(NCCCN)nc(-c2ccccc2O)n1
Kohn-Sham gap   8.7 eV

---

Entry 2:
The following is a DFT calculation (ωB97M-V with the def2-TZVPD basis set) of a structure of composition C21H15Cl2O4PRhSm.

XYZ file:
```
45
Properties=species:S:1:pos:R:3:lowdin_charge:R:1
Rh -0.636 -0.633 -6.410 0.889
Sm 0.235 0.950 -1.724 1.085
Cl -1.757 -2.182 -5.088 0.015
Cl -0.861 2.930 -2.880 0.115
C 1.680 3.161 -1.377 -0.086
C 0.239 -1.986 -7.266 -0.192
C 0.109 0.635 -7.470 -0.176
O 2.148 4.208 -1.336 0.155
O 0.793 -2.813 -7.872 0.268
O 0.529 1.399 -8.249 0.234
O -0.194 -1.083 -0.890 -0.494
P -0.203 -0.636 0.609 0.796
C 1.423 0.153 0.821 -0.344
C 2.433 -0.069 -0.155 -0.159
C 3.669 0.577 -0.023 -0.032
C 3.910 1.403 1.071 0.002
C 2.916 1.626 2.029 -0.004
C 1.683 0.991 1.921 -0.048
C -1.500 0.613 0.713 -0.303
C -1.612 1.483 1.814 0.000
C -2.470 2.578 1.756 0.040
C -3.279 2.779 0.631 0.042
C -3.229 1.886 -0.436 0.018
C -2.361 0.785 -0.398 -0.100
C -0.387 -1.929 1.771 -0.222
C 0.625 -2.900 1.878 0.084
C 0.519 -3.894 2.850 0.074
C -0.590 -3.929 3.705 0.064
C -1.585 -2.949 3.608 0.101
C -1.499 -1.956 2.630 0.050
H 2.265 -0.784 -0.984 0.112
H 4.440 0.415 -0.785 0.141
H 4.888 1.874 1.191 0.146
H 3.109 2.285 2.880 0.143
H 0.925 1.127 2.692 0.104
H -1.036 1.293 2.718 0.124
H -2.526 3.268 2.601 0.153
H -3.968 3.628 0.601 0.156
H -3.848 2.041 -1.323 0.148
H -2.377 0.043 -1.213 0.127
H 1.474 -2.867 1.194 0.155
H 1.303 -4.648 2.937 0.159
H -0.680 -4.721 4.450 0.158
H -2.438 -2.954 4.287 0.165
H -2.278 -1.200 2.524 0.136
```

Output
Total charge   +4
2S+1   10
<S²>   24.797
Kohn-Sham gap (spin up / spin down)   5.3 / 4.2 eV

---

Entry 3:
The following is a DFT calculation (ωB97M-V with the def2-TZVPD basis set) of an isolated molecule of H3NO2S.

XYZ file:
```
7
Properties=species:S:1:pos:R:3:lowdin_charge:R:1
N -1.452 -0.409 0.075 -0.033
O 1.527 1.031 -0.123 -0.446
O -0.231 -0.832 -0.495 -0.592
S 1.187 -0.524 0.287 0.894
H -1.384 0.583 0.301 0.070
H -1.621 -0.935 0.931 0.072
H 1.975 1.086 -0.976 0.036
```

Output
Energy above the lowest of the compared OMol25 structures with the same formula, charge and spin   53.8 kcal per mole
SMILES   NOSO
Kohn-Sham gap   9.8 eV

---

Entry 4:
The following is a DFT calculation (ωB97M-V with the def2-TZVPD basis set) of a cluster of 2 separate species, CH6FN2OP in total.

XYZ file:
```
12
Properties=species:S:1:pos:R:3:lowdin_charge:R:1
C 2.209 0.823 -0.333 -0.154
N -1.806 -1.504 0.024 -0.157
N 1.953 0.030 0.661 0.002
O -0.600 0.876 -0.504 -0.210
F -2.466 0.597 1.447 -0.344
P -1.076 -0.064 0.709 0.817
H 0.249 0.823 -0.499 -0.166
H 2.336 1.831 0.070 0.072
H 2.192 0.802 -1.438 0.089
H -1.962 -1.565 -0.942 0.002
H -2.660 -1.752 0.476 0.012
H 1.631 -0.897 0.327 0.037
```

Output
Energy above the lowest of the compared OMol25 structures with the same formula, charge and spin   67.1 kcal per mole
SMILES   NP(O)F.C=N
Kohn-Sham gap   9.6 eV

---

| no. | maximum force (eV/A) |
| --- | --- |
| 1 | 0.6 |
| 2 | 9.5 |
| 3 | 0.6 |
| 4 | 10.2 |